(1)
Here is a molecular structure, C49H29N12Re from the OMol25 dataset. Energies are from wB97M-V/def2-TZVPD.

The geometry in ORCA input format:
```
! RIJCOSX wB97M-V def2-TZVPD def2/J DEFGRID3
* xyz 1 2
Re 0.16165 0.09874 0.19755
C -6.37094 2.43370 -0.90327
C -5.84141 3.59235 -0.34068
C -4.49454 3.67998 0.00173
C -3.71892 2.56846 -0.25786
C -2.30416 2.27630 -0.00777
N -1.92351 1.09399 -0.41950
C -3.13599 0.45160 -0.89672
N -3.31715 -0.75700 -1.24416
C -2.22355 -1.59158 -1.30277
C -2.25980 -3.02283 -0.97671
C -3.28963 -3.85805 -0.58769
C -2.97537 -5.19353 -0.36591
C -1.67252 -5.65703 -0.52396
C -0.63998 -4.80639 -0.91113
C -0.95455 -3.48211 -1.13984
C -0.10975 -2.27278 -1.48983
N 1.78362 -1.45584 -2.91149
C 2.39488 -0.53156 -2.20576
N 1.83954 0.41674 -1.40173
C 2.90236 1.12584 -0.89336
N 2.92228 2.11623 -0.03497
C 1.80100 2.64326 0.44471
N 0.55586 2.16764 0.32845
C -0.31831 3.15508 0.81831
N -1.58586 3.22475 0.67946
C 0.48561 4.22743 1.42822
C 0.12208 5.37972 2.09037
C 1.15917 6.20663 2.52006
C 2.49104 5.89215 2.26620
C 2.84498 4.73718 1.57242
C 1.81199 3.91638 1.17141
C 4.17869 0.63634 -1.43553
C 5.47752 1.04138 -1.22940
C 6.46904 0.32869 -1.90510
C 6.15168 -0.73062 -2.74616
C 4.82927 -1.12857 -2.94719
C 3.86143 -0.42095 -2.26757
N -1.07275 -1.17870 -1.68976
C -4.24373 1.41817 -0.81445
C -5.57750 1.31470 -1.14733
H -7.42365 2.40334 -1.15092
H -6.49308 4.43795 -0.16559
H -4.07526 4.56914 0.45105
H -4.29789 -3.48407 -0.47134
H -3.75149 -5.88577 -0.06845
H -1.45928 -6.70180 -0.34044
H 0.37026 -5.17928 -1.01731
H -0.91499 5.62292 2.27389
H 0.92602 7.11425 3.06028
H 3.26590 6.56174 2.61412
H 3.87676 4.49248 1.36375
H 5.71241 1.86813 -0.57435
H 7.50609 0.60708 -1.77513
H 6.94750 -1.25786 -3.25470
H 4.59348 -1.95188 -3.60678
H -5.98507 0.40680 -1.56981
C -4.78026 -0.67776 2.73200
C -4.28420 0.60073 2.94332
C -2.94273 0.87669 2.71826
C -2.08963 -0.12914 2.27451
C -2.58670 -1.41252 2.07332
C -3.92652 -1.68373 2.30178
N -0.72345 0.12753 1.95738
C 0.19373 0.25606 3.00141
C -0.09233 0.61592 4.32566
C 0.92173 0.64338 5.25905
C 2.23224 0.29224 4.91477
C 2.53212 -0.09375 3.62654
C 1.51758 -0.09424 2.67052
N 1.63898 -0.51592 1.34919
N 2.41088 -1.58086 1.06358
C 1.87752 -2.20952 0.04076
C 2.66548 -3.27765 -0.56797
C 2.73117 -3.59468 -1.86263
C 2.00561 -2.92503 -2.96245
C 0.64794 -2.31872 -2.78996
N 0.65391 -1.76482 -0.37060
H -5.82673 -0.88964 2.90632
H -4.94372 1.38987 3.28129
H -2.55552 1.87625 2.87530
H -1.90860 -2.18756 1.73454
H -4.30358 -2.68693 2.14725
H -1.10502 0.86190 4.61249
H 0.69718 0.93325 6.27695
H 3.00888 0.31347 5.66709
H 3.52800 -0.40318 3.33995
H 3.32140 -3.78907 0.12616
H 3.40776 -4.38054 -2.17215
H 2.22556 -3.27906 -3.96182
H 0.00917 -2.32135 -3.66744
*
```

Calculated values
Energy above the lowest of the compared OMol25 structures with the same formula, charge and spin   0.0 kJ/mol
HOMO-LUMO gap (spin up / spin down)   0.1673 / 0.1621 Ha
HOMO level (spin up / spin down)   -0.34141 / -0.33650 Eh
<S²>   0.764
E_tot   -2619.86055 Ha
Strongest force on any atom   0.36 eV/Å

---

(2)
Here is a molecular structure, C49H32N13O3SSeTi from the OMol25 dataset. Energies are from wB97M-V/def2-TZVPD.

The geometry in ORCA input format:
```
! RIJCOSX wB97M-V def2-TZVPD def2/J DEFGRID3
* xyz -1 1
Ti -0.62806 0.35580 0.16839
C -1.72280 1.79904 6.02087
C -2.89446 1.09822 6.28702
C -3.34883 0.08960 5.43745
C -2.56708 -0.23484 4.34955
C -2.78158 -1.02930 3.11746
N -1.43757 -1.29113 2.63831
C -0.81025 -0.06912 2.82750
N -0.08052 0.51328 1.95744
C -1.05665 -2.18195 1.63056
C -0.93549 -3.57665 1.63943
C -1.20663 -4.58520 2.58888
C -0.88653 -5.87958 2.27992
C -0.30365 -6.21809 1.02610
C -0.03349 -5.25882 0.08599
C -0.32583 -3.91310 0.38454
C -0.12667 -2.70552 -0.31209
N 0.28580 -2.55477 -1.63266
C -0.16260 -1.50339 -2.22102
N -0.93048 -0.54110 -1.60702
C -1.74556 0.06369 -2.52840
N -2.90856 0.52731 -2.24313
C -3.46778 0.21238 -1.00756
N -2.85554 -0.16953 0.15150
C -3.85514 -0.57578 1.03155
N -3.79458 -0.78585 2.38537
C -5.11569 -0.40722 0.40913
C -6.43411 -0.62732 0.84940
C -7.46230 -0.34927 -0.01408
C -7.21556 0.13707 -1.32436
C -5.93607 0.35800 -1.76583
C -4.87356 0.10103 -0.88193
C -1.14832 -0.19469 -3.86185
C -1.43776 0.28509 -5.12450
C -0.70865 -0.21679 -6.19854
C 0.25939 -1.19903 -6.00917
C 0.52748 -1.70551 -4.74122
C -0.17193 -1.18440 -3.67015
N -0.55639 -1.69264 0.48593
C -1.37116 0.45712 4.10013
C -0.95390 1.50034 4.89882
H -1.42059 2.60256 6.68022
H -3.48202 1.36021 7.15841
H -4.29428 -0.40509 5.61530
H -1.65577 -4.33370 3.54282
H -1.08490 -6.66839 2.99597
H -0.08070 -7.25748 0.81574
H 0.40353 -5.51745 -0.87120
H -6.61865 -1.00581 1.84717
H -8.48737 -0.50522 0.30166
H -8.05684 0.33372 -1.97828
H -5.73258 0.72727 -2.76322
H -2.21042 1.02954 -5.26762
H -0.89993 0.15595 -7.19730
H 0.80655 -1.57608 -6.86456
H 1.26196 -2.48563 -4.58701
H -0.07890 2.07965 4.63177
C 3.96595 0.05286 -0.13955
S 2.49699 0.31282 0.84035
O 1.41957 0.09967 -0.22529
C 2.50557 -1.16745 1.82721
C 2.53688 -0.99451 3.20407
C 2.42548 -2.10431 4.02702
C 2.25474 -3.36249 3.46520
C 2.21083 -3.52372 2.08641
C 2.34331 -2.42161 1.25572
H 4.82223 -0.02136 0.52986
H 4.04170 0.94044 -0.76603
H 3.84838 -0.85549 -0.72762
H 2.60723 0.00644 3.61534
H 2.43185 -1.98287 5.10239
H 2.11882 -4.22454 4.10577
H 2.02417 -4.50023 1.65927
H 2.25534 -2.52643 0.18103
C 4.96026 3.22741 1.65295
N 3.56957 3.47768 1.96169
C 3.15872 3.62751 3.25724
C 1.86766 3.80260 3.56215
C 0.88066 3.85011 2.47621
O -0.31151 4.05688 2.72971
N 1.32915 3.67171 1.20213
C 2.61020 3.43714 0.92376
O 3.04373 3.19052 -0.22195
H 5.58779 3.72465 2.39317
H 5.17797 3.61702 0.66283
H 5.19592 2.15822 1.65552
H 3.94537 3.60469 4.00276
H 1.54120 3.94300 4.58214
Se -2.92661 3.54333 1.13992
N -2.20132 4.89300 0.23756
C -1.22523 4.40027 -0.49147
C -0.30645 5.06152 -1.36804
C 0.63092 4.30159 -1.98294
C 0.71611 2.88097 -1.77261
N -0.11879 2.24326 -1.01521
C -1.05635 2.99276 -0.38274
N -1.85848 2.32855 0.40728
H -0.35894 6.13342 -1.50309
H 1.37506 4.74918 -2.62646
H 1.49795 2.30955 -2.25336
*
```

Calculated values
Energy above the lowest of the compared OMol25 structures with the same formula, charge and spin   4.7 kJ/mol
HOMO-LUMO gap (spin up / spin down)   0.1700 / 0.1699 Ha
HOMO level (spin up / spin down)   -0.12683 / -0.12681 Eh
E_tot   -6473.28661 Ha
Strongest force on any atom   0.82 eV/Å

---

(3)
Here is a molecular structure, C49H36F2N5PdS3 in a non-equilibrium geometry from the OMol25 dataset. Energies are from wB97M-V/def2-TZVPD.

The geometry in ORCA input format:
```
! RIJCOSX wB97M-V def2-TZVPD def2/J DEFGRID3
* xyz 1 5
Pd -0.61118 0.72307 -0.67429
S 5.19067 2.25884 3.29602
C 5.90882 0.83946 3.91394
C 5.23283 -0.29328 3.54153
C 4.11724 -0.01710 2.74332
C 3.93657 1.34280 2.49951
C 2.92830 1.98273 1.73187
C 1.98226 1.20543 1.02506
N 1.02818 1.70386 0.29260
C 0.89108 3.09054 0.19887
C 1.82746 3.96239 0.86378
C 1.64928 5.38862 0.70392
C 0.63447 5.88926 -0.01671
C -0.32618 5.02746 -0.66616
C -1.38088 5.49871 -1.39132
C -2.28520 4.58839 -2.01603
C -2.03542 3.20674 -1.84049
N -1.05085 2.72438 -1.13651
C -0.15338 3.60299 -0.53097
C -3.40561 5.01880 -2.78063
C -4.38979 4.25019 -3.39306
C -5.35319 5.01267 -4.06247
C -5.11739 6.35941 -3.96972
S -3.71761 6.71187 -3.06226
C 2.82192 3.41117 1.61424
H 6.79294 0.91471 4.52625
H 5.53383 -1.28671 3.83845
H 3.45627 -0.78902 2.37503
H 2.02667 0.12173 1.05639
H 2.36482 6.04518 1.18244
H 0.51153 6.95882 -0.13064
H -1.53237 6.56577 -1.49404
H -2.68201 2.47713 -2.31165
H -4.41723 3.17053 -3.36061
H -6.19370 4.59672 -4.59705
H -5.69735 7.16490 -4.39045
H 3.53212 4.04878 2.12529
F -3.95204 -0.79605 -4.50796
C -3.77827 -0.59613 -3.19493
C -2.53853 -0.18918 -2.73604
C -2.34924 0.02271 -1.38042
C -3.42380 -0.10323 -0.47839
C -4.63600 -0.56195 -0.99977
F -5.69511 -0.76981 -0.20024
C -4.83923 -0.80814 -2.34221
C -3.23200 0.33521 0.92121
C -4.18424 0.25223 1.94033
C -3.88369 0.75064 3.19611
C -2.64147 1.31579 3.43704
C -1.75030 1.37328 2.38209
N -2.04671 0.90880 1.17711
H -1.74384 -0.01401 -3.44968
H -5.80193 -1.14430 -2.69959
H -5.14994 -0.18648 1.76453
H -4.62511 0.70515 3.98260
H -2.37185 1.70886 4.40665
H -0.76263 1.80674 2.49894
C 3.79221 -1.37585 -1.18552
N 2.99049 -0.31431 -1.76701
C 1.92429 -0.49221 -2.55000
S 0.97915 0.88540 -2.94651
N 1.70363 -1.69138 -3.06761
C 0.53777 -2.03011 -3.86146
H 4.60064 -0.92840 -0.61241
H 4.22885 -2.01316 -1.95804
H 3.18832 -1.99725 -0.51960
H 3.15618 0.63317 -1.47883
H 2.17673 -2.48362 -2.65312
H 0.37509 -1.27272 -4.62306
H -0.34726 -2.10470 -3.22852
H 0.72026 -2.98435 -4.35069
C -0.14555 -1.13299 -0.13486
C 0.22659 -2.18833 0.36487
C 0.66693 -3.38853 0.93041
C 0.66625 -3.53925 2.37722
C 0.83975 -2.43834 3.22697
C 0.79852 -2.59408 4.60043
C 0.55748 -3.84266 5.15905
C 0.37121 -4.94135 4.32906
C 0.43822 -4.79784 2.95573
C 1.18023 -4.46140 0.07786
C 0.55843 -4.81309 -1.12522
C 1.10340 -5.79016 -1.94440
C 2.28725 -6.42330 -1.59082
C 2.91472 -6.08568 -0.39768
C 2.36224 -5.12782 0.43363
H 1.02187 -1.46298 2.79022
H 0.95168 -1.73647 5.24361
H 0.50550 -3.95957 6.23326
H 0.16209 -5.91324 4.75694
H 0.27676 -5.65466 2.31445
H -0.38749 -4.34678 -1.37259
H 0.59716 -6.06375 -2.86229
H 2.71523 -7.18321 -2.23071
H 3.83973 -6.57149 -0.11486
H 2.85346 -4.86158 1.36130
*
```

Calculated values
Energy above the lowest of the compared OMol25 structures with the same formula, charge and spin   17.8 kJ/mol
HOMO-LUMO gap (spin up / spin down)   0.2056 / 0.1622 Ha
HOMO level (spin up / spin down)   -0.30106 / -0.38013 Eh
<S²>   6.121
E_tot   -3684.49628 Ha
Strongest force on any atom   1.26 eV/Å

---

(4)
Here is a molecular structure, C49H40As2N12O4SY from the OMol25 dataset. Energies are from wB97M-V/def2-TZVPD.

The geometry in ORCA input format:
```
! RIJCOSX wB97M-V def2-TZVPD def2/J DEFGRID3
* xyz -1 1
Y 0.71752 -0.40722 0.47667
O 3.42906 -1.89579 -2.43532
C 2.73243 -1.17375 -1.74541
O 1.51884 -1.39713 -1.35494
C 3.27148 0.20166 -1.36223
C 4.46380 0.66066 -1.88747
C 4.86136 1.94866 -1.58100
C 4.05506 2.73431 -0.76826
C 2.87811 2.19604 -0.27908
N 2.49592 0.95561 -0.58260
H 5.04163 -0.00480 -2.51222
H 5.79134 2.34213 -1.97318
H 4.33373 3.74522 -0.50216
H 2.20899 2.74948 0.36803
N 1.98120 -3.25311 2.84876
C 0.63776 -3.24397 2.55247
N -0.23031 -3.99022 3.21180
N -1.42265 -3.66344 2.65309
N -1.25260 -2.77975 1.73900
N 0.06752 -2.47290 1.63232
C 2.90194 -2.46044 2.20151
N 4.19328 -2.70418 2.28537
N 4.75453 -1.70058 1.57196
N 3.85369 -0.91932 1.10978
N 2.61602 -1.36745 1.49509
H 2.34330 -4.06935 3.30879
C -1.38462 -0.09452 -3.42953
C -2.39677 -0.69525 -2.46940
As -1.73857 -1.55793 -0.80989
C -1.41967 -3.38033 -1.46006
C -1.99830 -4.49638 -0.86035
C -1.67450 -5.77374 -1.29860
C -0.76627 -5.95242 -2.33461
C -0.17549 -4.84551 -2.92574
C -0.49426 -3.56724 -2.48474
C -3.55557 -1.76173 -0.13733
C -3.92740 -1.22471 1.08660
C -5.22639 -1.35292 1.55554
C -6.17559 -2.02924 0.79929
C -5.81352 -2.56994 -0.42648
C -4.51002 -2.43477 -0.89206
As -0.03815 1.06069 -2.59743
C 0.93143 1.30760 -4.29275
C 2.00151 0.47399 -4.61117
C 2.64487 0.58406 -5.83972
C 2.22732 1.52627 -6.76764
C 1.15164 2.35128 -6.46540
C 0.50707 2.24058 -5.23963
C -0.92666 2.79295 -2.57532
C -0.13415 3.91427 -2.33157
C -0.70219 5.17737 -2.24419
C -2.07653 5.33183 -2.38903
C -2.87317 4.21952 -2.61948
C -2.29984 2.95477 -2.70897
H -1.87445 0.47555 -4.22266
H -0.79143 -0.86920 -3.91824
H -3.02029 -1.42438 -2.98490
H -3.05158 0.07990 -2.07002
H -2.69084 -4.37826 -0.03695
H -2.12155 -6.63197 -0.81199
H -0.50547 -6.95050 -2.66528
H 0.55573 -4.96820 -3.71491
H 0.02292 -2.72153 -2.91717
H -3.18672 -0.70536 1.67291
H -5.49208 -0.93461 2.51935
H -7.18895 -2.14050 1.16611
H -6.54190 -3.10749 -1.02157
H -4.23961 -2.88783 -1.83753
H 2.34483 -0.29140 -3.92870
H 3.47353 -0.07692 -6.06318
H 2.73175 1.61434 -7.72227
H 0.80910 3.08471 -7.18606
H -0.32865 2.89478 -5.02680
H 0.93820 3.80527 -2.21072
H -0.07512 6.04082 -2.05705
H -2.52374 6.31586 -2.31769
H -3.94576 4.33105 -2.72231
H -2.93670 2.09509 -2.87148
O -2.05753 1.24544 0.07118
C -1.24289 2.06325 0.51897
O -0.00247 1.84281 0.70749
H -1.60651 3.06149 0.81289
S 2.38908 2.56982 5.36110
C 1.72167 1.86634 3.92411
N 2.54133 1.55118 2.98537
C 3.84853 1.88614 3.37919
C 4.99429 1.69241 2.60356
C 6.21194 2.07816 3.11955
C 6.31426 2.65508 4.39510
C 5.19170 2.84988 5.17262
C 3.95798 2.46028 4.64630
H 0.65220 1.72513 3.84007
H 4.91024 1.21211 1.63882
H 7.10680 1.91581 2.53241
H 7.28544 2.94325 4.77755
H 5.26404 3.29180 6.15796
N -0.58136 -0.05220 2.65386
C -1.47387 -0.09000 3.37023
C -2.63375 -0.19759 4.22536
C -2.76271 -1.30797 5.05182
C -3.88394 -1.41044 5.85923
C -4.85471 -0.41674 5.83140
C -4.72148 0.68165 4.99011
C -3.60630 0.79602 4.17621
H -2.00988 -2.08565 5.02944
H -4.00500 -2.27445 6.49846
H -5.72907 -0.50371 6.46420
H -5.48906 1.44375 4.95930
H -3.48936 1.62874 3.49409
*
```

Calculated values
Energy above the lowest of the compared OMol25 structures with the same formula, charge and spin   0.0 kJ/mol
HOMO-LUMO gap   0.2634 Ha
HOMO level   -0.19437 Eh
E_tot   -7757.64898 Ha
Strongest force on any atom   0.72 eV/Å